(1)
A molecular structure, C46H95F30N13O26S10. Source: OMol25; level of theory: ωB97M-V/def2-TZVPD.

Molar mass, g mol⁻¹: 2136.94
Calculated total energy, eV: -311702.101
Highest occupied orbital energy, eV: -12.303
Max |F|, eV/Å: 3.82
E_LUMO, eV: -3.08
HOMO-LUMO gap, eV: 9.22

Geometry as ORCA input:
```
! RIJCOSX wB97M-V def2-TZVPD def2/J DEFGRID3
* xyz 2 1
C 6.633 -1.578 3.929
N 5.158 -1.245 4.178
C 4.391 -1.906 3.038
C 4.684 -1.930 5.356
C 5.005 0.248 4.228
C 5.545 1.083 3.088
O 6.968 1.216 3.035
H 6.812 -2.614 4.212
H 7.245 -0.831 4.485
H 6.798 -1.568 2.844
H 3.357 -1.665 3.137
H 4.595 -2.941 3.008
H 4.809 -1.537 2.151
H 3.633 -1.997 5.357
H 5.070 -1.407 6.225
H 5.179 -2.939 5.399
H 5.464 0.458 5.185
H 3.929 0.364 4.344
H 5.026 2.075 3.253
H 5.155 0.672 2.148
H 7.358 1.926 3.652
C 8.587 2.925 -1.959
N 8.663 1.429 -1.597
C 8.991 0.619 -2.839
C 9.771 1.294 -0.598
C 7.284 0.952 -1.025
C 7.162 -0.611 -0.831
O 6.043 -0.850 -0.058
H 7.791 3.051 -2.737
H 9.592 3.160 -2.307
H 8.423 3.493 -1.110
H 9.125 -0.500 -2.479
H 9.832 1.065 -3.391
H 8.029 0.472 -3.408
H 9.600 0.401 0.004
H 9.785 2.275 -0.089
H 10.731 1.039 -1.086
H 6.569 1.334 -1.728
H 7.096 1.447 -0.076
H 8.112 -0.910 -0.445
H 7.168 -1.079 -1.842
H 6.211 -1.760 0.339
C -0.282 9.615 0.682
N -1.691 9.161 0.429
C -2.108 8.293 1.628
C -2.568 10.433 0.344
C -1.781 8.439 -0.901
C -3.145 8.200 -1.433
O -3.891 7.298 -0.557
H -0.318 10.250 1.614
H 0.104 9.998 -0.201
H 0.252 8.763 0.813
H -1.303 7.510 1.956
H -3.067 7.775 1.418
H -2.330 9.002 2.444
H -2.246 10.993 -0.553
H -2.359 11.007 1.275
H -3.594 10.169 0.363
H -1.256 7.503 -0.788
H -1.232 8.978 -1.654
H -3.073 7.849 -2.439
H -3.793 9.130 -1.459
H -3.403 6.423 -0.474
C 2.558 -1.922 -0.757
N 1.167 -2.237 -1.204
C 1.058 -2.330 -2.729
C 0.751 -3.521 -0.523
C 0.172 -1.081 -0.757
C -1.123 -1.009 -1.514
O -1.871 -2.324 -1.759
H 2.905 -0.933 -1.045
H 3.206 -2.646 -1.229
H 2.586 -2.043 0.339
H 1.835 -3.039 -2.947
H 1.178 -1.308 -3.184
H 0.160 -2.943 -2.970
H -0.235 -3.782 -0.931
H 0.798 -3.394 0.539
H 1.451 -4.297 -0.848
H 0.761 -0.128 -0.987
H 0.174 -1.268 0.273
H -1.082 -0.624 -2.490
H -1.666 -0.338 -0.872
H -2.756 -2.220 -1.335
C -1.876 1.718 1.930
N -3.392 1.978 1.593
C -3.755 1.170 0.347
C -4.263 1.416 2.661
C -3.683 3.478 1.396
C -5.131 3.906 1.201
O -5.951 3.679 2.364
H -1.609 2.276 2.823
H -1.294 1.899 1.050
H -1.897 0.703 2.172
H -3.673 0.144 0.640
H -2.966 1.411 -0.357
H -4.771 1.457 -0.032
H -4.282 2.153 3.461
H -3.881 0.449 3.099
H -5.297 1.340 2.365
H -3.169 3.796 0.495
H -3.288 4.040 2.252
H -5.607 3.373 0.343
H -5.286 5.004 0.957
H -6.749 4.207 2.405
C -4.143 -6.497 2.080
N -3.424 -5.218 2.516
C -3.582 -5.286 3.996
C -2.004 -5.258 2.025
C -4.099 -4.027 1.897
C -3.762 -2.627 2.503
O -2.438 -2.228 2.265
H -3.860 -7.336 2.701
H -3.959 -6.642 1.034
H -5.222 -6.293 2.194
H -4.630 -5.324 4.247
H -3.163 -4.388 4.393
H -3.050 -6.205 4.224
H -1.494 -4.359 2.317
H -1.965 -5.282 0.961
H -1.582 -6.178 2.481
H -5.161 -4.167 2.079
H -3.970 -4.065 0.801
H -4.058 -2.536 3.546
H -4.389 -1.964 1.842
H -1.992 -1.972 3.118
C -10.003 -0.875 -6.946
C -10.051 -1.017 -5.439
N -9.874 -2.413 -5.129
C -10.734 -3.515 -5.518
C -10.093 -4.651 -5.120
N -8.875 -4.258 -4.490
C -8.821 -2.913 -4.476
C -7.935 -5.124 -3.840
H -10.113 0.199 -7.167
H -10.755 -1.452 -7.456
H -9.107 -1.211 -7.374
H -10.966 -0.622 -4.996
H -9.093 -0.647 -5.009
H -11.710 -3.435 -5.992
H -10.366 -5.665 -5.278
H -8.033 -2.354 -3.999
H -7.021 -4.586 -3.750
H -7.803 -6.094 -4.492
H -8.310 -5.467 -2.911
C -5.493 0.950 -4.249
F -4.127 1.106 -4.307
F -6.083 1.811 -5.125
F -5.648 -0.275 -4.672
S -6.177 1.129 -2.576
O -5.599 2.362 -2.106
O -7.622 1.048 -2.695
N -5.416 -0.130 -1.878
S -5.989 -1.502 -1.322
O -6.937 -2.231 -2.159
O -4.892 -2.253 -0.734
C -7.108 -1.214 0.191
F -7.160 -2.409 0.854
F -6.665 -0.256 0.984
F -8.352 -0.900 -0.189
C 7.904 -5.342 0.520
F 7.528 -6.645 0.403
F 9.057 -5.280 1.172
F 7.999 -4.767 -0.650
S 6.691 -4.313 1.583
O 6.797 -4.792 2.967
O 7.211 -3.033 1.180
N 5.274 -4.359 0.894
S 4.094 -5.270 1.192
O 4.244 -6.328 2.110
O 2.931 -4.429 1.324
C 3.881 -6.203 -0.367
F 2.884 -7.041 -0.258
F 3.622 -5.281 -1.364
F 4.948 -6.911 -0.780
C 3.516 1.792 -2.586
F 4.265 1.576 -1.521
F 2.338 1.133 -2.399
F 3.210 3.082 -2.802
S 4.467 0.995 -3.985
O 3.450 0.886 -4.978
O 5.521 1.972 -4.109
N 4.991 -0.333 -3.375
S 5.080 -1.797 -3.914
O 5.739 -2.541 -2.919
O 3.884 -2.310 -4.527
C 6.400 -1.718 -5.185
F 6.495 -2.836 -5.804
F 6.194 -0.737 -5.973
F 7.660 -1.518 -4.566
C 1.115 -4.081 4.127
F 0.889 -5.307 4.532
F 2.412 -3.804 4.398
F 0.828 -3.781 2.867
S -0.204 -3.143 5.265
O -1.408 -3.914 5.334
O 0.601 -2.886 6.402
N -0.596 -1.803 4.485
S 0.354 -0.543 4.317
O 1.650 -0.597 4.940
O 0.221 0.025 3.023
C -0.521 0.794 5.191
F -0.402 0.782 6.465
F -0.077 2.005 4.749
F -1.798 0.777 4.902
C -0.036 4.156 -2.877
F -0.912 4.553 -3.718
F 0.531 3.118 -3.408
F 0.957 5.042 -2.606
S -0.781 3.802 -1.148
O -1.809 4.857 -1.062
O -1.184 2.444 -1.190
N 0.367 4.053 -0.181
S 0.603 5.260 0.795
O 0.616 6.554 0.202
O -0.020 5.098 2.092
C 2.372 4.919 1.219
F 2.846 5.973 1.885
F 2.413 3.911 1.999
F 3.076 4.667 0.129
*
```

---

(2)
6 unconnected molecules or ions with the total composition C46H97N5O5. Source: OMol25; level of theory: ωB97M-V/def2-TZVPD.

Molar mass, g mol⁻¹: 800.31
Calculated total energy, eV: -66901.186
Highest occupied orbital energy (alpha / beta), eV: -20.640 / -20.640
Max |F|, eV/Å: 9.48
E_LUMO (alpha / beta), eV: -14.11 / -16.18
HOMO-LUMO gap (alpha / beta), eV: 6.53 / 4.46

Geometry as ORCA input:
```
! RIJCOSX wB97M-V def2-TZVPD def2/J DEFGRID3
* xyz 5 2
O -0.348 -0.404 -0.250
C -0.331 0.918 -0.363
O -1.022 1.426 0.500
O 0.279 1.455 -1.287
H -0.902 -0.148 0.491
C -4.163 -1.253 -7.102
C -3.914 -0.492 -5.763
C -2.563 -0.773 -5.192
C -2.085 -2.202 -5.053
N -1.651 -2.520 -3.547
C -1.529 -4.031 -3.231
C -1.805 -4.251 -1.701
C -2.727 -3.156 -1.300
C -2.733 -2.156 -2.477
C -0.349 -1.796 -3.165
H -4.644 -2.230 -7.072
H -3.163 -1.448 -7.488
H -4.716 -0.755 -7.898
H -4.662 -0.789 -5.028
H -4.023 0.565 -6.005
H -2.574 -0.214 -4.257
H -1.804 -0.203 -5.728
H -1.144 -2.438 -5.550
H -2.732 -2.959 -5.494
H -0.557 -4.298 -3.647
H -2.257 -4.589 -3.820
H -0.904 -4.230 -1.087
H -2.204 -5.261 -1.621
H -2.531 -2.631 -0.365
H -3.783 -3.351 -1.113
H -2.627 -1.144 -2.087
H -3.653 -2.373 -3.020
H 0.376 -1.902 -3.971
H 0.034 -2.262 -2.258
H -0.588 -0.733 -3.190
C 1.133 5.670 1.496
C 0.805 6.743 0.388
C -0.679 6.650 0.064
C -0.979 5.408 -0.878
N -2.481 4.974 -0.728
C -2.997 4.747 0.779
C -3.942 3.546 0.802
C -3.940 3.043 -0.575
C -2.786 3.659 -1.408
C -3.370 6.076 -1.404
H 0.415 4.850 1.474
H 1.012 6.103 2.489
H 2.109 5.186 1.461
H 1.407 6.650 -0.516
H 0.922 7.779 0.708
H -0.897 7.490 -0.597
H -1.304 6.722 0.953
H -0.376 4.540 -0.612
H -0.760 5.538 -1.938
H -3.242 5.747 1.138
H -2.057 4.374 1.186
H -5.011 3.573 1.012
H -3.506 2.791 1.456
H -4.876 3.290 -1.077
H -3.809 1.987 -0.811
H -3.062 3.905 -2.434
H -1.844 3.111 -1.410
H -3.078 7.027 -0.957
H -4.420 5.782 -1.396
H -2.937 6.016 -2.402
C 1.909 -3.499 -0.190
C 1.049 -3.384 0.993
C 0.646 -4.739 1.587
C 1.769 -5.586 2.239
N 1.338 -6.888 2.908
C 2.528 -7.702 3.458
C 2.056 -8.469 4.698
C 1.070 -7.491 5.471
C 0.637 -6.526 4.251
C 0.536 -7.707 1.895
H 2.863 -3.888 0.164
H 1.970 -2.568 -0.754
H 1.598 -4.429 -0.666
H 0.166 -2.752 0.902
H 1.535 -2.899 1.840
H -0.116 -5.210 0.967
H 0.097 -4.351 2.445
H 2.317 -4.945 2.929
H 2.318 -6.178 1.506
H 2.874 -8.419 2.714
H 3.273 -6.952 3.725
H 1.484 -9.288 4.262
H 2.809 -8.999 5.283
H 0.300 -8.066 5.985
H 1.552 -6.910 6.257
H -0.414 -6.582 3.965
H 0.813 -5.498 4.568
H 0.986 -7.856 0.914
H -0.478 -7.308 1.886
H 0.566 -8.663 2.417
C -1.765 1.904 6.108
C -0.574 0.873 6.068
C -0.935 -0.427 5.334
C -0.915 -0.219 3.812
C 0.535 0.165 3.350
C 1.033 1.542 3.913
N 0.685 1.463 5.471
O 1.077 2.604 6.177
C 0.248 2.666 3.255
C 2.532 1.605 3.737
C -0.208 0.502 7.572
H -2.223 2.283 5.194
H -1.427 2.788 6.649
H -2.711 1.570 6.532
H -1.941 -0.633 5.700
H -0.302 -1.244 5.681
H -1.564 0.618 3.555
H -1.319 -1.126 3.362
H 0.654 0.343 2.281
H 1.126 -0.702 3.642
H -0.841 2.688 3.293
H 0.492 2.659 2.193
H 0.674 3.589 3.648
H 3.148 0.874 4.260
H 2.997 2.549 4.021
H 2.746 1.463 2.677
H 0.178 1.384 8.083
H 0.505 -0.322 7.576
H -1.184 0.288 8.008
C 2.914 3.025 -5.456
C 2.166 2.214 -4.351
C 2.714 0.765 -4.504
C 3.868 0.332 -3.646
C 3.673 0.849 -2.209
C 3.580 2.423 -2.077
N 2.416 2.869 -3.008
O 1.591 3.994 -2.804
C 4.855 3.276 -2.502
C 3.192 2.822 -0.600
C 0.703 2.172 -4.615
H 2.606 4.043 -5.691
H 3.104 2.458 -6.367
H 3.976 3.105 -5.225
H 2.844 0.593 -5.573
H 1.897 0.150 -4.127
H 4.869 0.621 -3.964
H 3.842 -0.758 -3.644
H 4.525 0.647 -1.561
H 2.841 0.336 -1.726
H 5.103 3.175 -3.558
H 5.708 2.942 -1.912
H 4.676 4.316 -2.227
H 2.989 3.889 -0.514
H 3.978 2.569 0.112
H 2.325 2.302 -0.193
H 0.448 2.520 -5.616
H 0.161 2.788 -3.897
H 0.209 1.216 -4.443
*
```